# 1
Below is C14H25AgBr3FO6 as an isolated structure, with properties calculated with the ωB97M-V functional and the def2-TZVPD basis.

The value obtained for the orbital gap (alpha / beta) is 0.327 / 0.177 Eh. As for the multiplicity: 2. Its maximum force is 4.6 eV Å⁻¹. As for the net charge: +1. The LUMO energy (alpha / beta) is -3.7 / -7.8 eV.

Each line ends with the Löwdin charge.
Element x y z (Å)
Ag (0.0403, 2.5927, -0.9038)  1.015
F (-0.4242, 0.5786, 0.0085)  -0.215
C (-1.4754, -1.8419, 2.5309)  -0.006
C (-1.1580, -2.2760, 1.0810)  -0.306
C (0.3815, -2.5494, 0.8075)  -0.129
O (0.3687, -3.7344, 0.1243)  0.031
C (-0.8917, -4.2847, 0.0680)  -0.499
O (-1.2862, -5.2476, -0.6049)  0.102
O (-1.7275, -3.5361, 0.8342)  0.068
H (-0.9986, -0.8814, 2.7266)  0.055
H (-1.0703, -2.5560, 3.2479)  0.091
H (-2.5519, -1.8583, 2.7012)  0.091
H (-1.6556, -1.5382, 0.4516)  0.111
H (0.9800, -2.5818, 1.7180)  0.136
H (0.7538, -1.7950, 0.1145)  0.086
C (0.8113, 1.3661, 3.1796)  -0.005
C (1.4530, 2.5056, 2.3915)  -0.456
O (1.0550, 2.8203, 1.2565)  -0.038
C (2.6472, 3.1301, 2.9636)  -0.006
H (0.5385, 1.7790, 4.1507)  0.100
H (1.5018, 0.5246, 3.2349)  0.089
H (-0.1289, 1.1187, 2.6868)  0.064
H (3.0270, 3.9205, 2.3162)  0.100
H (3.3919, 2.3458, 3.0998)  0.098
H (2.4988, 3.5488, 3.9589)  0.104
C (3.0276, 0.0304, 0.6292)  0.005
C (2.9477, 0.7169, -0.7271)  -0.429
O (2.0856, 1.5230, -1.0289)  -0.024
C (4.0828, 0.4701, -1.6961)  0.012
H (3.8747, 0.3945, 1.2106)  0.103
H (3.2949, -0.9955, 0.3762)  0.098
H (2.1293, 0.1507, 1.2348)  0.050
H (3.7743, -0.1435, -2.5425)  0.087
H (4.7722, -0.1478, -1.1207)  0.083
H (4.5586, 1.3969, -2.0167)  0.103
C (-3.8075, 0.3896, -1.2719)  0.008
C (-3.1422, 1.5270, -2.0415)  -0.508
O (-2.1903, 2.1263, -1.6635)  -0.005
C (-3.8065, 1.9059, -3.3287)  -0.031
H (-3.1642, 0.0090, -0.4786)  0.063
H (-4.1148, -0.4227, -1.9306)  0.077
H (-4.6857, 0.8037, -0.7765)  0.101
H (-3.1171, 2.5349, -3.8920)  0.083
H (-4.6022, 2.5948, -3.0453)  0.103
H (-4.1430, 1.1007, -3.9817)  0.086
C (-0.7719, -1.4128, -3.1102)  -1.493
Br (1.0111, -2.2690, -3.0921)  0.592
Br (-2.0768, -2.8387, -2.9040)  0.656
Br (-1.1721, -0.2385, -4.7025)  0.565
H (-0.8452, -0.7560, -2.2433)  -0.065


# 2
Below is C14H25BeN3O5 as an isolated structure, with properties calculated with the ωB97M-V functional and the def2-TZVPD basis.

The value obtained for the orbital gap is 0.059 Eh. As for the multiplicity: 1. Its maximum force is 4.3 eV Å⁻¹. The LUMO energy is -5.7 eV. The energy relative to the best compared isomer or geometry (same formula, charge and spin) comes out at 10.220 eV.

Each line ends with the Löwdin charge.
Element x y z (Å)
Be (1.9218, 0.7732, 1.6699)  0.360
C (0.5553, -5.1228, -2.8668)  -0.038
C (1.0016, -5.0283, -1.3432)  -0.472
C (1.6049, -6.2659, -0.7259)  -0.073
O (1.7113, -3.7812, -1.0652)  -0.038
H (-0.0981, -4.2845, -3.1085)  0.076
H (0.0270, -6.0721, -2.9549)  0.069
H (1.3428, -5.2467, -3.6101)  0.074
H (0.0163, -4.9101, -0.8922)  0.144
H (1.6788, -6.1877, 0.3588)  0.078
H (2.6138, -6.5020, -1.0643)  0.084
H (0.9128, -7.0933, -0.8825)  0.077
C (3.3984, 6.7108, 5.3320)  -0.007
C (3.0415, 5.6465, 4.2671)  -0.714
O (3.8917, 5.1864, 3.4858)  0.085
O (1.8539, 5.3014, 4.1501)  0.072
H (2.9329, 7.6267, 4.9680)  0.077
H (4.4095, 6.7608, 5.7362)  0.074
H (2.8042, 6.6079, 6.2400)  0.068
O (4.0236, 1.8295, -3.1221)  0.061
C (3.9842, 1.7126, -4.3149)  -0.688
N (4.0932, 0.5351, -4.9284)  0.154
C (4.1602, 2.8695, -5.1578)  -0.024
H (3.7250, -0.2351, -4.3887)  0.116
H (4.0170, 0.5086, -5.9352)  0.103
H (5.2201, 2.8417, -5.4107)  0.099
H (4.0305, 3.8270, -4.6534)  0.094
H (3.4756, 2.7542, -5.9982)  0.085
O (-2.1151, 2.4216, -1.6225)  0.042
C (-2.8849, 2.3441, -2.5580)  -0.658
N (-4.1647, 2.0931, -2.4595)  0.157
C (-2.4382, 2.7181, -3.9205)  -0.014
H (-4.8348, 2.0473, -3.2138)  0.111
H (-4.5516, 1.8785, -1.5516)  0.120
H (-3.3686, 3.0019, -4.4124)  0.069
H (-2.0578, 1.9214, -4.5599)  0.084
H (-1.6882, 3.5088, -3.9361)  0.092
N (-2.6185, -1.4871, 4.2740)  0.060
C (-3.7708, -0.7152, 4.4128)  -0.146
C (-4.9419, -1.1685, 4.9185)  -0.116
C (-4.9997, -2.4212, 5.4304)  -0.093
C (-3.8539, -3.2122, 5.4058)  -0.104
C (-2.6664, -2.8022, 4.8341)  -0.101
H (-3.7859, 0.3075, 4.0660)  0.100
H (-5.8212, -0.5496, 5.0200)  0.107
H (-5.8992, -2.8878, 5.8040)  0.106
H (-4.0379, -4.2628, 5.5754)  0.096
H (-1.8503, -3.4985, 4.7084)  0.094


# 3
Below is C14H25ClCrNP as an isolated structure, with properties calculated with the ωB97M-V functional and the def2-TZVPD basis.

The value obtained for the orbital gap (alpha / beta) is 0.249 / 0.291 Eh. As for the multiplicity: 5. Its maximum force is 1.8 eV Å⁻¹. The LUMO energy (alpha / beta) is 0.5 / 0.1 eV. The energy relative to the best compared isomer or geometry (same formula, charge and spin) comes out at 0.000 eV.

Each line ends with the Löwdin charge.
Element x y z (Å)
C (0.4959, 3.3066, -3.7395)  -0.081
C (-0.7589, 2.8029, -3.4000)  -0.050
C (-0.8946, 1.7830, -2.4422)  -0.276
C (0.2491, 1.2787, -1.8483)  -0.206
C (1.5101, 1.7655, -2.1858)  -0.325
C (1.6391, 2.8016, -3.1125)  -0.048
C (-2.2607, 1.2878, -2.0514)  -0.122
C (-2.3600, -0.1979, -1.6095)  -0.202
N (-2.4405, -1.1040, -2.7003)  -0.289
Cr (0.0123, 0.0736, -0.1606)  0.223
C (2.7023, 1.1296, -1.4975)  -0.256
P (2.0309, -0.5073, -0.9279)  0.786
H (-1.6724, 3.1819, -3.8614)  0.109
H (2.6374, 3.1732, -3.3355)  0.107
H (0.5876, 4.0940, -4.4875)  0.099
H (3.0567, 1.7174, -0.6291)  0.099
H (3.5628, 0.9793, -2.1666)  0.094
H (-2.6494, 1.8947, -1.2111)  0.125
H (-2.9590, 1.4570, -2.8839)  0.124
H (-1.5584, -0.5278, -0.8623)  0.043
C (3.3209, -1.3219, 0.0007)  -0.263
C (2.0126, -1.4063, -2.5073)  -0.247
H (-3.3274, -0.3103, -1.0899)  0.130
C (-1.5003, -1.0831, -3.7764)  -0.066
C (-3.1691, -2.3308, -2.5273)  -0.090
H (0.1916, -1.0178, 1.1732)  0.059
H (-1.9461, -1.6479, -4.6098)  0.090
H (-1.2875, -0.0562, -4.0980)  0.090
H (-0.5406, -1.5691, -3.5160)  0.069
H (-3.4055, -2.7396, -3.5204)  0.084
H (-2.6021, -3.1045, -1.9740)  0.085
H (-4.1032, -2.1368, -1.9773)  0.087
H (3.0384, -1.4424, -2.8934)  0.051
H (1.6299, -2.4245, -2.3687)  0.051
H (1.3789, -0.8874, -3.2306)  0.032
H (4.2549, -1.2356, -0.5737)  0.051
H (3.4268, -0.8516, 0.9872)  0.053
H (3.0584, -2.3825, 0.1328)  0.054
H (-0.5435, -1.2510, 0.8118)  0.078
Cl (0.1949, 1.3312, 2.6893)  0.439
C (0.1322, 1.7222, 0.9908)  -0.791
H (-0.8037, 2.2711, 0.7749)  0.001
H (1.0205, 2.3262, 0.7478)  0.001


# 4
Below is C14H25ClINOPYb as an isolated structure, with properties calculated with the ωB97M-V functional and the def2-TZVPD basis.

The value obtained for the orbital gap (alpha / beta) is 0.241 / 0.216 Eh. As for the multiplicity: 2. Its maximum force is 4.9 eV Å⁻¹. As for the net charge: +2. The LUMO energy (alpha / beta) is -7.5 / -8.0 eV. The energy relative to the best compared isomer or geometry (same formula, charge and spin) comes out at 0.000 eV.

Each line ends with the Löwdin charge.
Element x y z (Å)
C (1.7189, 1.7766, 2.4497)  -0.228
I (-0.8468, 2.3964, 2.3571)  1.148
H (1.6065, 2.3879, 3.3542)  0.068
H (1.9103, 2.4198, 1.5758)  0.089
H (2.6287, 1.1732, 2.5998)  0.108
Yb (-0.5451, -2.2503, 0.5353)  1.378
P (0.9383, -0.1675, -1.2488)  0.737
C (0.6422, 1.6142, -1.5499)  -0.261
C (2.7621, -0.1965, -1.4537)  -0.257
H (0.6860, -1.9204, -2.9019)  0.047
H (0.9755, -0.3174, -3.6748)  0.061
H (-0.6468, -0.7330, -3.0124)  0.036
C (0.4375, -0.8489, -2.8769)  -0.282
H (3.1191, -1.1930, -1.1596)  0.020
H (3.0313, 0.0110, -2.4995)  0.066
H (0.8727, 1.8519, -2.5979)  0.066
H (1.2769, 2.2158, -0.8852)  0.039
H (3.2134, 0.5561, -0.7928)  0.049
H (-0.4082, 1.8571, -1.3437)  0.028
C (0.5877, 0.8852, 2.2222)  -0.822
O (0.5310, -0.3276, 2.0403)  -0.114
Cl (1.6325, -3.3463, 0.2542)  -0.126
C (-3.6133, 0.1341, 4.2433)  0.016
N (-2.1871, -0.3118, 4.1708)  -0.220
C (-1.5317, -0.1962, 5.5054)  0.012
C (-2.0673, -1.7231, 3.5856)  -0.063
C (-2.3595, -1.7086, 2.1096)  -0.354
C (-2.7459, -2.8920, 1.4278)  -0.092
C (-2.8921, -2.8586, 0.0348)  -0.125
C (-2.6395, -1.6918, -0.6893)  -0.123
C (-2.2728, -0.5025, -0.0004)  -0.183
C (-2.1166, -0.6087, 1.3369)  -0.234
H (-4.1701, -0.6056, 4.8311)  0.120
H (-4.0216, 0.2166, 3.2335)  0.107
H (-3.6402, 1.1085, 4.7437)  0.113
H (-1.7084, 0.3306, 3.4905)  0.007
H (-2.0363, -0.8861, 6.1938)  0.121
H (-0.4727, -0.4651, 5.4108)  0.111
H (-1.6319, 0.8358, 5.8596)  0.113
H (-1.0416, -2.0725, 3.8012)  0.144
H (-2.7612, -2.3612, 4.1518)  0.153
H (-2.9262, -3.8022, 2.0100)  0.145
H (-3.2004, -3.7660, -0.4919)  0.147
H (-2.7578, -1.6794, -1.7764)  0.134
H (-2.1233, 0.4297, -0.5407)  0.101